One molecule with the formula C5H8BrPS at a distorted geometry. Source: OMol25; level of theory: the ωB97M-V functional and the def2-TZVPD basis.

```
16
Properties=species:S:1:pos:R:3:forces:R:3:lowdin_charge:R:1
H 1.052 -0.482 1.885 0.510 -0.674 1.162 0.0899
C 0.693 -0.218 -0.140 2.167 -1.683 -10.860 -0.4051
H -0.646 1.879 1.378 0.400 1.500 1.004 0.0486
C -0.149 0.405 -1.255 -0.976 2.826 4.384 -0.2031
P -1.835 0.700 -0.057 3.565 -2.048 -0.287 -0.0959
C 1.781 -1.109 -0.662 0.409 -0.318 1.677 -0.0610
H 2.141 -0.825 -1.622 0.213 0.190 -0.789 0.0658
C -0.723 0.831 1.500 -0.240 -3.470 -0.164 -0.3056
H 0.089 1.553 -1.430 -0.259 -2.133 -0.196 0.1160
H 2.655 -1.368 -0.017 -0.292 1.298 0.082 0.0927
S -3.103 2.027 -0.325 -1.322 1.437 -0.334 0.2039
H -0.362 -0.191 -2.117 0.055 -0.128 -0.520 0.0605
H 1.475 -2.135 -0.695 -1.021 -1.066 -0.616 0.0735
C 0.493 0.019 1.160 -2.619 3.067 6.499 -0.1548
H -1.086 0.302 2.449 -0.245 1.801 -1.154 0.1232
Br -2.477 -1.390 -0.050 -0.345 -0.597 0.111 0.3514
```
Forces are in eV/Å.

Values from the calculation:
Lowest unoccupied orbital energy (alpha / beta), eV: 0.55 / -2.40
Energy above the lowest of the compared OMol25 structures with the same formula, charge and spin, eV: 0.2035
<S²>: 2.008
Spin multiplicity: 3
Maximum force, eV Å⁻¹: 11.2
HOMO level (alpha / beta), eV: -5.30 / -9.04

***

One molecule with the formula C5H8Cl2IN at a distorted geometry. Source: OMol25; level of theory: the ωB97M-V functional and the def2-TZVPD basis.

```
17
Properties=species:S:1:pos:R:3:forces:R:3:lowdin_charge:R:1
C 1.076 -0.780 0.400 1.177 0.111 -2.041 -0.8073
Cl -2.690 1.433 1.554 0.687 -0.584 -0.498 0.6023
C 0.710 0.038 1.490 -2.293 1.215 1.833 -0.7008
H 1.606 0.881 -0.932 -1.431 -0.601 -0.029 0.1377
H 1.612 -0.618 -1.674 0.494 -1.142 -0.747 0.0687
H -0.462 0.260 -2.590 -0.045 0.146 1.371 0.1388
H -1.957 -0.706 0.639 0.259 0.862 0.191 0.0874
H 1.192 1.011 1.553 -0.264 -0.045 0.090 0.0412
I 0.288 -0.743 3.444 0.387 0.160 -0.939 0.7095
Cl 2.888 -1.166 0.524 0.296 -0.574 0.286 0.5359
C -1.676 0.370 0.605 1.852 0.097 -1.259 -0.6115
C 1.009 -0.083 -0.992 0.074 0.604 1.267 -0.2395
C -0.428 -0.039 -1.496 -0.025 3.121 -0.635 -0.1801
H -0.985 -0.939 -1.482 0.057 -1.429 0.246 0.1004
H -1.481 1.901 -0.748 1.077 -2.241 -0.363 0.1498
H 0.523 -1.689 0.336 -0.045 -0.970 0.171 0.0872
N -1.226 0.870 -0.631 -2.256 1.270 1.056 -0.1196
```
Forces are in eV/Å.

Values from the calculation:
Lowest unoccupied orbital energy (alpha / beta), eV: 0.29 / -0.27
Energy above the lowest of the compared OMol25 structures with the same formula, charge and spin, eV: 0.5125
Maximum force, eV Å⁻¹: 3.2
HOMO level (alpha / beta), eV: -7.61 / -7.16

***

A 2-piece molecular cluster, C5H8Cl2O2S overall at a distorted geometry. Source: OMol25; level of theory: the ωB97M-V functional and the def2-TZVPD basis.

```
18
Properties=species:S:1:pos:R:3:forces:R:3:lowdin_charge:R:1
H -1.318 1.533 1.007 0.548 3.292 -0.703 0.0430
Cl -1.907 1.730 -1.490 -0.282 0.329 -0.253 0.6839
S 1.801 0.752 0.456 0.588 -0.633 -0.843 0.7304
C -1.031 0.181 -1.176 -0.765 2.506 -1.439 -0.9691
H -1.228 1.108 3.091 -0.624 -2.523 -1.058 0.1401
H -0.444 -0.322 2.381 2.157 -1.330 0.298 0.0179
H -2.858 0.426 0.891 2.167 1.374 0.388 0.1655
H -2.188 -0.600 2.889 1.720 1.329 -0.697 0.1169
H 1.801 -0.709 -2.673 0.281 -0.168 0.561 0.0785
H 3.155 -1.602 -1.898 0.034 1.545 -0.363 0.0917
O -1.108 -0.182 0.022 0.251 -1.746 2.521 -0.1073
O -0.447 -0.273 -2.085 0.544 -1.175 -0.825 0.0413
C -1.710 0.610 1.091 -4.095 -3.420 -1.030 -0.2801
C 1.975 -0.468 -0.596 -1.310 -0.825 1.037 -1.1761
C -1.377 0.107 2.439 -2.314 1.578 2.583 -0.0775
Cl 1.191 -2.070 -0.270 0.504 0.465 0.462 0.6053
H 3.088 0.395 -2.164 0.161 -1.857 0.249 0.1069
C 2.606 -0.614 -1.914 0.434 1.258 -0.887 -0.2112
```
Forces are in eV/Å.

Values from the calculation:
Lowest unoccupied orbital energy, eV: -0.48
Energy above the lowest of the compared OMol25 structures with the same formula, charge and spin, eV: 0.0000
SMILES string: CCOC(=O)Cl.CC(=S)Cl
Maximum force, eV Å⁻¹: 5.4
HOMO level, eV: -9.28

***

One molecule with the formula C5H8Cl2S at a distorted geometry. Source: OMol25; level of theory: the ωB97M-V functional and the def2-TZVPD basis.

```
16
Properties=species:S:1:pos:R:3:forces:R:3:lowdin_charge:R:1
H 0.896 -3.560 0.944 0.698 1.253 0.744 0.0886
C -0.278 3.042 -1.632 -0.200 1.837 1.583 -0.0344
S 0.262 0.081 1.048 -0.014 1.831 -0.100 0.8208
Cl -1.065 2.995 0.811 -0.494 0.175 1.146 0.6660
H -0.598 -2.048 2.004 0.132 0.875 -0.505 0.0943
H 0.142 2.738 -2.540 0.342 -0.592 -1.285 0.0423
H 1.796 -2.461 -0.049 -0.870 0.916 1.798 0.1006
C -0.059 -1.648 1.118 1.387 -1.312 -0.419 -0.6007
H -0.608 -1.817 0.232 -1.137 -0.580 -0.704 0.0090
H 0.044 0.297 -1.440 -0.339 -0.046 0.477 0.0750
C -0.507 0.646 -0.550 0.350 1.286 0.162 -0.9232
C -0.524 2.231 -0.608 -0.087 -1.326 -0.373 -0.8546
C 1.249 -2.467 0.977 -1.525 -2.285 -2.782 -0.1797
Cl -2.203 0.045 -0.660 0.225 0.179 -0.209 0.5688
H -0.415 4.176 -1.448 0.259 -2.145 -0.500 0.0962
H 1.867 -2.250 1.793 1.272 -0.065 0.966 0.0308
```
Forces are in eV/Å.

Values from the calculation:
Lowest unoccupied orbital energy, eV: 0.70
Energy above the lowest of the compared OMol25 structures with the same formula, charge and spin, eV: 1.2200
SMILES string: C=C(Cl)[C@H](Cl)SCC
Maximum force, eV Å⁻¹: 3.9
HOMO level, eV: -8.93

***

One molecule with the formula C5H8ClN at a distorted geometry. Source: OMol25; level of theory: the ωB97M-V functional and the def2-TZVPD basis.

```
15
Properties=species:S:1:pos:R:3:forces:R:3:lowdin_charge:R:1
C -1.586 -0.043 -0.294 -1.636 -1.635 1.206 -0.1057
H -0.952 -2.048 -0.483 -0.768 -2.920 -2.583 0.0284
H -2.173 -0.212 -1.223 1.152 0.175 -0.125 0.0883
H -0.190 1.646 -1.182 -0.898 -0.489 0.357 0.1212
N -0.731 -1.372 0.133 0.753 4.824 2.086 0.0096
H 2.111 -0.541 1.538 -0.454 0.611 -0.498 0.0939
Cl 3.407 -0.061 -0.278 -0.211 0.125 -0.679 0.5858
C -0.575 1.225 -0.226 -0.277 -0.702 -0.780 -0.1320
C 0.596 -0.816 -0.111 0.485 1.260 -2.401 -0.3104
C 1.846 -0.201 0.520 0.088 -1.587 1.081 -0.6247
H 0.444 0.617 1.596 -1.070 -0.456 -0.133 0.1365
H -2.520 -0.075 0.421 2.160 0.761 -0.648 0.1193
C 0.536 0.569 0.511 1.545 -0.418 0.568 -0.2740
H 0.819 -0.673 -1.301 -0.670 -0.097 2.531 0.1737
H -1.033 1.986 0.379 -0.198 0.549 0.016 0.0901
```
Forces are in eV/Å.

Values from the calculation:
Lowest unoccupied orbital energy, eV: 1.04
Energy above the lowest of the compared OMol25 structures with the same formula, charge and spin, eV: 4.3542
SMILES string: Cl[C@H]1[C@H]2CCN[C@H]12
Maximum force, eV Å⁻¹: 5.3
HOMO level, eV: -9.01

***

One molecule with the formula C5H8ClN at a distorted geometry. Source: OMol25; level of theory: the ωB97M-V functional and the def2-TZVPD basis.

```
15
Properties=species:S:1:pos:R:3:forces:R:3:lowdin_charge:R:1
H -0.274 1.044 -1.802 -0.479 -1.346 0.411 0.0912
H 1.001 1.817 1.018 0.296 0.020 -0.400 0.0950
C 0.245 -0.184 0.824 1.658 -1.621 -0.450 -0.8503
N -1.938 -1.430 1.495 2.250 1.651 -0.864 0.1931
H 0.003 -0.374 -2.726 0.726 -0.354 0.060 0.0608
H -1.356 -0.489 -1.771 0.458 0.524 0.863 0.0852
C -0.977 -0.832 1.188 -3.202 -2.767 1.569 -0.2498
C 0.596 -0.635 -0.596 0.477 0.034 -1.343 -0.2647
Cl 1.643 -0.833 1.843 -0.598 -0.008 0.085 0.6489
C -0.320 -0.092 -1.727 0.164 1.332 -0.415 -0.0926
H 0.531 -1.714 -0.632 -0.157 -0.365 0.263 0.1037
H 1.693 -0.478 -0.755 -1.016 0.504 -0.119 0.1134
C 0.097 1.233 1.100 -0.008 1.722 0.402 -0.1129
H -0.671 1.579 0.444 -0.453 0.700 -0.583 0.0855
H -0.274 1.389 2.098 -0.117 -0.025 0.521 0.0935
```
Forces are in eV/Å.

Values from the calculation:
Lowest unoccupied orbital energy, eV: 0.73
Energy above the lowest of the compared OMol25 structures with the same formula, charge and spin, eV: 0.3122
SMILES string: CC[C@](C)(Cl)C#N
Maximum force, eV Å⁻¹: 4.5
HOMO level, eV: -11.29

***

A 2-piece molecular cluster, C5H8ClN overall at a distorted geometry. Source: OMol25; level of theory: the ωB97M-V functional and the def2-TZVPD basis.

```
15
Properties=species:S:1:pos:R:3:forces:R:3:lowdin_charge:R:1
C 0.221 0.108 -0.032 -4.395 -1.414 -1.356 -0.2150
H -1.515 -1.834 1.052 -0.428 -0.557 -0.380 0.0457
C -1.908 -0.354 -0.250 3.987 0.176 0.666 -0.7411
Cl -2.823 0.687 -1.183 -0.371 0.490 -0.641 0.6273
H 1.256 3.050 0.782 -0.953 0.581 0.075 0.0691
N 0.315 1.282 0.149 -1.459 1.657 1.178 0.0075
C 0.996 -1.060 -0.413 1.106 -2.410 0.271 -0.0664
H 1.897 -0.910 -1.038 -0.582 0.619 0.103 0.0892
H 1.817 2.244 -0.600 1.446 -0.026 -0.221 0.0923
C 1.440 2.067 0.391 0.547 0.861 -0.156 -0.1080
H 0.340 -1.782 -0.928 0.318 0.409 0.172 0.0800
H -3.224 -2.035 0.109 1.280 0.932 0.746 0.0757
H 1.422 -1.633 0.450 -0.570 0.571 -0.278 0.0976
H 2.023 1.642 1.177 1.322 -0.673 -0.093 0.0823
C -2.257 -1.471 0.335 -1.249 -1.217 -0.087 -0.1361
```
Forces are in eV/Å.

Values from the calculation:
Lowest unoccupied orbital energy, eV: 0.79
Energy above the lowest of the compared OMol25 structures with the same formula, charge and spin, eV: 4.0431
Maximum force, eV Å⁻¹: 4.8
HOMO level, eV: -7.89